Below is 5 unconnected molecules or ions with the total composition C18H35N9O2P, with properties calculated with ωB97M-V with the def2-TZVPD basis set.

Values from the calculation:
molecular weight: 440.5 g mol⁻¹
highest occupied orbital energy: -12.21 eV
maximum force: 0.015 hartree/bohr

```
! wB97M-V def2-TZVPD RIJCOSX def2/J DEFGRID3
* xyz 1 1
P -0.777 -1.095 2.170
O -0.823 -1.598 3.713
O -3.036 -2.085 1.118
N -1.328 1.765 -0.463
N -1.552 5.059 -4.609
N 3.308 -3.123 7.002
N -2.534 -0.994 1.830
N -0.482 0.541 2.401
N -3.369 1.005 2.884
N -4.768 -0.299 1.774
N 2.601 -1.899 -3.653
N -5.465 0.765 2.266
C -2.785 4.303 -2.438
C 5.629 -0.658 -5.589
C 1.561 1.618 -2.364
C -4.336 6.318 -2.317
C 1.208 1.325 -0.899
C 5.165 -2.376 -3.768
C 3.730 -2.108 -3.694
C -0.208 1.569 -0.634
C -3.493 -0.124 2.156
C 1.372 -5.463 5.326
C 0.845 0.675 -3.321
C -2.093 4.729 -3.653
C 1.960 -5.343 6.735
C -4.580 1.513 2.918
C 0.374 -4.351 5.026
C 2.725 -4.105 6.883
C 5.965 -1.135 -4.181
C -4.233 4.799 -2.386
H 1.150 0.867 -4.348
H -6.451 0.928 2.137
H 0.888 -6.436 5.234
H 5.786 -0.332 -3.464
H -0.707 1.088 1.575
H 1.325 2.658 -2.598
H -0.239 0.810 -3.268
H 6.247 0.197 -5.862
H 5.495 -2.737 -2.793
H 5.328 -3.187 -4.480
H -3.802 6.708 -1.449
H 1.165 -5.352 7.483
H 0.857 -3.374 5.062
H -0.312 -1.007 4.286
H -3.915 6.782 -3.210
H -5.376 6.632 -2.240
H 0.440 0.736 2.770
H 2.180 -5.441 4.593
H -2.754 3.213 -2.393
H -4.708 4.359 -1.506
H 1.086 -0.360 -3.089
H 5.807 -1.446 -6.322
H -4.818 2.441 3.419
H -5.179 -1.057 1.249
H 1.430 0.283 -0.658
H 1.795 1.949 -0.222
H -2.666 -2.013 0.222
H -0.448 -4.351 5.744
H 7.025 -1.383 -4.119
H 4.585 -0.352 -5.667
H -2.228 4.668 -1.573
H 2.641 1.508 -2.472
H 2.615 -6.187 6.954
H -4.775 4.431 -3.258
H -0.051 -4.474 4.030
*
```